Entry 1:
Density functional theory data (wB97M-V/def2-TZVPD) for a single C11H6ClN5O molecule in a non-equilibrium geometry.

Multiplicity: 1
SMILES string: N#CCc1nc2c(=O)[nH]c3cc(Cl)ccc3n2n1
Relative energy (zero: lowest compared OMol25 entry of this formula, charge and spin) in kcal/mol: 1.3
Highest occupied orbital energy in eV: -9.10
LUMO level in eV: -0.32

Geometry as XYZ:
```
24
Properties=species:S:1:pos:R:3:nbo_charge:R:1
N 4.79 -2.41 -0.78 -0.299
C 4.43 -1.30 -0.73 0.282
C 4.00 0.08 -0.54 -0.543
C 2.49 0.22 -0.71 0.338
N 2.04 1.49 -0.75 -0.455
C 0.77 1.39 -0.54 0.274
C -0.32 2.40 -0.24 0.635
O -0.30 3.60 -0.27 -0.542
N -1.63 1.88 -0.01 -0.585
C -1.87 0.54 0.26 0.166
C -3.13 0.25 0.81 -0.247
C -3.36 -1.11 1.08 -0.010
Cl -4.85 -1.47 1.82 0.050
C -2.33 -2.05 0.75 -0.250
C -1.15 -1.72 0.12 -0.160
C -0.94 -0.38 -0.20 0.082
N 0.39 0.12 -0.53 -0.153
N 1.55 -0.68 -0.54 -0.263
H 4.50 0.75 -1.27 0.281
H 4.20 0.37 0.49 0.276
H -2.32 2.61 0.11 0.429
H -3.87 0.92 0.96 0.223
H -2.61 -3.04 0.78 0.222
H -0.44 -2.47 -0.08 0.249
```

=====

Entry 2:
Density functional theory data (wB97M-V/def2-TZVPD) for a molecular structure, C11H7AlN2O6 in a non-equilibrium geometry.

Multiplicity: 1
Relative energy (zero: lowest compared OMol25 entry of this formula, charge and spin) in kcal/mol: 42.6
Net charge: +2
Highest occupied orbital energy (spin up / spin down) in eV: -15.96 / -16.00
LUMO level (spin up / spin down) in eV: -10.10 / -10.06

Geometry as XYZ:
```
27
Properties=species:S:1:pos:R:3:nbo_charge:R:1
O -3.21 0.02 -3.31 -0.413
C -2.62 0.15 -2.34 0.440
Al 0.43 0.39 0.50 1.246
O -2.03 1.86 2.05 -0.243
C -1.21 1.33 1.40 0.526
C 1.80 -0.32 1.86 0.495
O 2.54 -0.93 2.50 -0.217
C 0.77 -1.54 -0.52 0.032
O 1.69 -2.37 -0.46 -0.302
C -0.31 -1.72 0.49 0.237
O -0.82 -2.81 0.53 -0.340
H 0.42 -0.84 -1.42 0.245
N 2.03 6.58 -2.12 -0.783
C 2.85 5.59 -1.63 0.605
O 4.03 5.78 -1.35 -0.513
C 2.22 4.23 -1.47 0.025
C 0.89 3.92 -1.81 -0.183
C 0.33 2.70 -1.43 0.065
N 1.06 1.80 -0.70 -0.684
C 2.39 2.03 -0.46 0.038
C 2.97 3.23 -0.83 -0.156
H 2.46 7.50 -2.13 0.441
H 1.02 6.53 -2.08 0.398
H 0.25 4.60 -2.36 0.265
H -0.70 2.42 -1.69 0.249
H 2.97 1.25 0.04 0.229
H 4.01 3.36 -0.53 0.296
```

=====

Entry 3:
Density functional theory data (wB97M-V/def2-TZVPD) for a single C11H7IN2 molecule in a non-equilibrium geometry.

Multiplicity: 1
SMILES string: N#C[C@H](I)c1nccc2ccccc12
Relative energy (zero: lowest compared OMol25 entry of this formula, charge and spin) in kcal/mol: 0.0
Highest occupied orbital energy in eV: -8.88
LUMO level in eV: -0.25

Geometry as XYZ:
```
21
Properties=species:S:1:pos:R:3:nbo_charge:R:1
N -2.97 1.70 2.46 -0.292
C -2.62 1.27 1.43 0.228
C -2.48 0.79 0.05 -0.450
I -4.41 -0.13 -0.39 0.181
C -1.27 -0.22 -0.30 0.281
N -1.63 -1.06 -1.19 -0.439
C -0.66 -1.70 -1.86 0.030
C 0.72 -1.42 -1.71 -0.234
C 1.06 -0.57 -0.68 -0.039
C 2.46 -0.36 -0.31 -0.162
C 2.77 0.35 0.76 -0.214
C 1.76 0.91 1.61 -0.191
C 0.42 0.74 1.33 -0.187
C 0.10 0.02 0.16 -0.102
H -2.40 1.67 -0.54 0.258
H -1.17 -2.37 -2.50 0.205
H 1.43 -1.90 -2.39 0.231
H 3.12 -0.65 -1.11 0.209
H 3.81 0.36 0.91 0.219
H 2.30 1.23 2.53 0.230
H -0.36 1.35 1.74 0.237
```

=====

Entry 4:
Density functional theory data (wB97M-V/def2-TZVPD) for a molecular structure, C11H8AgN4O7.

Multiplicity: 1
Relative energy (zero: lowest compared OMol25 entry of this formula, charge and spin) in kcal/mol: 0.0
Net charge: -1
Highest occupied orbital energy in eV: -4.85
LUMO level in eV: 2.14

Geometry as XYZ:
```
31
Properties=species:S:1:pos:R:3:nbo_charge:R:1
Ag 1.21 -1.78 -0.15 0.819
O -2.73 -3.34 -0.44 -0.700
C -1.82 -2.55 -0.22 0.776
O -0.61 -2.90 -0.02 -0.849
C -2.23 -1.06 -0.12 -0.285
C -3.57 -0.85 0.11 -0.107
C -4.13 0.43 0.22 -0.086
C -3.33 1.55 0.09 -0.135
C -1.99 1.36 -0.11 -0.114
C -1.35 0.07 -0.26 0.526
O -0.12 0.03 -0.54 -0.818
N -1.16 2.56 -0.20 0.539
O -0.12 2.60 0.44 -0.398
O -1.58 3.49 -0.87 -0.415
N -5.54 0.59 0.46 0.533
O -5.99 1.73 0.53 -0.441
O -6.24 -0.41 0.57 -0.415
H -4.20 -1.72 0.19 0.268
H -3.75 2.54 0.15 0.251
C 2.83 1.21 -0.03 -0.691
C 3.69 -0.01 -0.01 0.399
N 3.31 -1.27 -0.05 -0.559
C 4.45 -2.03 0.01 -0.078
C 5.54 -1.23 0.08 -0.120
N 5.04 0.05 0.07 -0.516
H 1.77 0.94 -0.11 0.310
H 3.08 1.84 -0.89 0.226
H 2.97 1.79 0.87 0.229
H 4.41 -3.11 -0.01 0.220
H 6.59 -1.44 0.14 0.217
H 5.57 0.90 0.11 0.416
```

=====

E_tot
In order: -1231.979354, -1225.991301, -830.513564, -1316.606503
Unit: Eh